Entry 1:
116
Properties=species:S:1:pos:R:3 method="wB97M-V/def2-TZVPD" spin_multiplicity=1 total_charge=-2 lumo_energy_ev=3.66 orbital_gap_ev=4.742 de_lowest_kj_mol=310.9
Rb -0.083 -0.026 0.034
O -0.168 3.910 2.999
C -0.537 2.694 2.562
O -0.768 2.463 1.405
C -0.683 1.667 3.648
C -0.467 1.964 4.984
C -0.608 0.937 5.906
C -0.931 -0.332 5.462
C -1.105 -0.535 4.095
N -1.003 0.455 3.213
C -1.351 -1.961 3.580
O -1.635 -2.822 4.386
O 0.386 -2.460 2.083
H 0.179 4.376 2.219
H -0.173 2.961 5.276
H -0.445 1.126 6.960
H -1.035 -1.175 6.131
C -3.165 -2.769 -1.393
P -3.140 -2.036 0.314
C -1.994 -2.976 1.313
C -1.084 -2.151 2.116
C 0.803 -3.639 2.622
C 0.199 -4.840 2.522
C -1.035 -5.221 1.901
C -1.978 -4.377 1.363
C -4.761 -2.601 1.007
C -5.467 -3.726 0.582
C -6.648 -4.114 1.203
C -7.153 -3.380 2.265
C -6.465 -2.255 2.702
C -5.289 -1.874 2.076
C -2.611 -1.863 -2.455
C -3.247 -1.327 -3.572
C -2.238 -0.687 -4.337
C -1.062 -0.861 -3.617
C 0.379 -0.588 -3.957
P 1.367 -1.383 -2.616
C 3.080 -1.279 -3.281
C 3.464 -0.398 -4.291
C 4.793 -0.293 -4.689
C 5.767 -1.074 -4.088
C 5.399 -1.958 -3.080
C 4.077 -2.052 -2.680
C 1.103 -3.186 -2.829
C 0.708 -3.915 -1.710
C 0.490 -5.283 -1.797
C 0.660 -5.933 -3.012
C 1.050 -5.213 -4.135
C 1.273 -3.846 -4.040
N -1.291 -1.554 -2.473
H -4.184 -3.050 -1.669
H -2.572 -3.690 -1.359
H -1.113 -1.155 1.709
H 1.714 -3.520 3.199
H 0.755 -5.631 3.020
H -1.247 -6.285 1.878
H -2.820 -4.879 0.883
H -5.085 -4.316 -0.242
H -7.171 -4.998 0.855
H -8.074 -3.683 2.750
H -6.847 -1.670 3.531
H -4.752 -0.996 2.422
H -4.296 -1.418 -3.822
H -2.353 -0.183 -5.288
H 0.648 0.475 -3.935
H 0.651 -0.976 -4.945
H 2.722 0.222 -4.777
H 5.060 0.406 -5.473
H 6.802 -0.994 -4.397
H 6.149 -2.573 -2.595
H 3.810 -2.741 -1.886
H 0.529 -3.415 -0.764
H 0.164 -5.817 -0.913
H 0.479 -6.999 -3.088
H 1.175 -5.715 -5.088
H 1.580 -3.287 -4.918
C 6.080 1.699 2.169
C 5.297 2.872 2.739
N 4.370 3.442 1.776
C 4.915 4.458 0.887
C 4.673 5.870 1.400
C 3.090 2.997 1.638
S 2.523 1.711 2.581
N 2.350 3.749 0.778
C 1.597 3.166 -0.157
O 1.531 1.969 -0.460
C 0.748 4.141 -0.952
C 1.009 5.507 -0.965
C 0.204 6.372 -1.694
C -0.879 5.881 -2.410
C -1.148 4.518 -2.404
C -0.332 3.657 -1.685
H 6.788 1.312 2.906
H 6.643 1.984 1.276
H 5.388 0.901 1.900
H 5.969 3.674 3.061
H 4.723 2.544 3.604
H 4.479 4.336 -0.102
H 5.988 4.264 0.799
H 3.601 6.051 1.470
H 5.114 6.610 0.727
H 5.113 6.009 2.391
H 1.849 5.879 -0.392
H 0.422 7.435 -1.701
H -1.513 6.557 -2.972
H -1.995 4.114 -2.943
H -0.533 2.594 -1.690
C -3.451 4.180 0.184
S -4.361 3.191 -1.009
C -4.421 1.625 -0.122
H -4.007 4.294 1.117
H -3.286 5.165 -0.253
H -2.478 3.737 0.393
H -3.437 1.201 0.074
H -4.947 0.904 -0.747
H -4.959 1.733 0.821

Entry 2:
155
Properties=species:S:1:pos:R:3 method="wB97M-V/def2-TZVPD" spin_multiplicity=2 total_charge=-2 lumo_energy_ev="3.67 / 3.66" orbital_gap_ev="3.147 / 6.935" s2=0.75 de_lowest_kj_mol=202.0
O -4.796 1.340 0.322
C -3.638 1.200 0.691
O -2.554 1.294 -0.057
B -1.388 0.966 0.696
O -1.816 0.721 2.077
C -3.143 0.877 2.134
O -3.880 0.753 3.116
O -0.451 2.123 0.787
C 0.650 1.925 0.197
O 1.581 2.630 -0.116
C 0.664 0.425 -0.120
O -0.546 -0.120 0.271
O 1.581 -0.230 -0.753
C 0.114 -1.082 -3.784
C 1.351 -1.664 -4.321
C 1.482 -1.823 -5.934
O 0.810 -2.937 -6.549
C 1.376 -4.177 -6.273
N 2.368 -0.769 -3.913
H -0.619 -1.701 -4.301
H -0.165 -0.121 -4.217
H 0.027 -1.128 -2.698
H 1.656 -2.624 -3.905
H 2.508 -1.901 -6.292
H 1.140 -0.905 -6.411
H 2.435 -4.162 -6.531
H 0.815 -4.903 -6.863
H 1.448 -4.403 -5.209
H 2.034 0.107 -4.289
H 2.233 -0.677 -2.917
C -7.532 1.081 3.980
C -6.818 -0.221 4.387
C -6.341 -1.071 3.244
O -5.886 -2.364 3.437
C -4.443 -2.485 3.319
N -5.796 0.136 5.301
H -7.733 1.810 4.765
H -8.494 0.789 3.560
H -6.909 1.536 3.209
H -7.336 -0.848 5.111
H -5.858 -0.545 2.420
H -7.330 -1.347 2.878
H -3.961 -1.823 4.039
H -4.019 -2.232 2.347
H -4.210 -3.516 3.584
H -5.170 -0.642 5.451
H -5.217 0.848 4.878
C -0.265 -3.217 3.278
C 0.500 -2.227 4.279
C 1.323 -2.915 5.414
O 0.745 -4.106 5.746
C 1.456 -4.984 6.624
N 1.270 -1.318 3.405
H -1.038 -3.739 3.842
H 0.245 -3.975 2.683
H -0.823 -2.636 2.545
H -0.295 -1.734 4.837
H 1.569 -2.314 6.289
H 2.261 -3.012 4.867
H 0.815 -5.847 6.802
H 1.611 -4.538 7.606
H 2.333 -5.195 6.012
H 0.796 -0.851 2.646
H 1.602 -0.533 3.947
C 5.873 4.583 0.769
C 5.254 4.237 -0.669
C 5.386 2.776 -1.100
O 5.079 2.555 -2.425
C 5.480 1.350 -3.059
N 3.884 4.686 -0.739
H 5.708 5.639 0.987
H 6.944 4.387 0.834
H 5.475 4.170 1.696
H 5.927 4.716 -1.380
H 4.603 2.143 -0.682
H 6.340 2.382 -0.751
H 4.880 1.339 -3.969
H 5.255 0.449 -2.489
H 6.536 1.382 -3.328
H 3.477 4.387 -1.614
H 3.416 4.008 -0.155
C 4.302 2.611 -6.912
C 2.940 3.283 -6.639
C 2.788 3.461 -5.079
O 1.516 3.833 -4.641
C 1.386 4.126 -3.279
N 3.002 4.614 -7.234
H 4.563 2.976 -7.905
H 4.228 1.536 -7.077
H 5.149 2.785 -6.249
H 2.070 2.751 -7.024
H 3.573 4.027 -4.578
H 2.937 2.512 -4.565
H 1.666 5.178 -3.327
H 2.049 3.657 -2.552
H 0.360 4.041 -2.922
H 3.070 4.601 -8.242
H 2.166 5.068 -6.893
C -1.653 -5.106 -0.769
C -1.581 -3.597 -0.871
C -2.892 -2.819 -0.898
O -3.887 -3.409 -1.754
C -3.594 -3.343 -3.118
N -0.753 -3.197 0.253
H -2.117 -5.449 0.156
H -0.696 -5.621 -0.687
H -2.145 -5.591 -1.613
H -1.077 -3.251 -1.773
H -2.824 -1.770 -1.188
H -3.238 -2.733 0.132
H -4.484 -3.492 -3.730
H -2.979 -4.225 -3.298
H -3.003 -2.451 -3.325
H -1.187 -3.150 1.163
H -0.572 -2.266 -0.094
C 4.145 1.020 2.245
C 3.719 1.715 3.490
O 2.373 1.361 3.701
O 4.072 -0.419 2.434
H 5.168 1.317 2.014
H 3.521 1.353 1.416
H 3.934 2.776 3.361
H 4.317 1.285 4.293
H 1.846 2.071 4.075
H 3.142 -0.655 2.476
C -0.104 3.292 4.016
C 0.281 4.475 3.163
O -0.104 5.645 3.846
O 0.933 3.172 4.954
H -0.161 2.392 3.403
H -1.016 3.278 4.612
H -0.379 4.481 2.295
H 1.311 4.482 2.806
H 0.654 6.113 4.201
H 1.018 4.025 5.385
C 3.635 -4.063 -0.103
C 2.918 -3.393 -1.261
O 1.787 -4.117 -1.610
O 4.833 -4.927 -0.307
H 2.855 -4.481 0.534
H 3.925 -3.214 0.516
H 3.645 -3.266 -2.063
H 2.721 -2.392 -0.876
H 1.096 -3.899 -0.980
H 4.593 -5.831 -0.523
C -7.911 2.332 -0.206
C -8.667 1.431 0.757
O -9.940 1.120 0.181
O -7.358 1.559 -1.272
H -6.976 2.799 0.103
H -8.528 3.189 -0.476
H -9.087 1.957 1.615
H -8.076 0.520 0.861
H -10.446 0.549 0.763
H -6.616 1.165 -0.806

Strongest force on any atom? In order: 0.5 8.1 eV Å⁻¹.